Below is a molecular structure, C19H42F3MnN5O9S in a non-equilibrium geometry, with properties calculated with ωB97M-V/def2-TZVPD.

XYZ file:
```
80
Properties=species:S:1:pos:R:3:lowdin_charge:R:1
Mn -4.13922 -1.20411 1.20493 1.3276
C -4.79853 3.21294 -0.69237 -0.6618
F -4.75953 3.53770 0.62074 0.0838
F -5.53869 4.14310 -1.20522 0.1975
F -3.54752 3.33648 -1.07791 0.1397
S -5.57512 1.44394 -0.77260 0.5713
O -7.01036 1.67217 -0.42654 -0.3088
O -5.31481 0.93780 -2.11575 -0.3090
O -4.91635 0.60311 0.25950 -0.4532
C -0.32027 -1.74971 -0.46267 -0.0760
C -0.96344 -0.49437 0.03245 -0.5520
C -1.32315 0.49193 -1.15949 -0.0264
O -2.06985 -0.73238 0.87410 -0.3517
H -0.27490 -2.61108 0.20372 0.0740
H 0.65143 -1.54663 -0.91285 0.0550
H -0.89885 -2.16221 -1.28922 0.0642
H -0.12978 0.01996 0.51055 0.0836
H -1.98176 -0.01531 -1.86451 0.0865
H -0.38575 0.68591 -1.68080 0.0674
H -1.67788 1.46202 -0.81133 0.0418
C -1.27047 -5.15511 -0.14038 -0.3708
O -1.15129 -5.58547 1.02522 -0.0307
N -0.86676 -5.82330 -1.19330 -0.1656
C -0.44211 -7.19436 -1.20014 -0.0354
C -0.98832 -5.18105 -2.52995 -0.0437
H -1.66181 -4.15037 -0.36300 0.1038
H 0.36077 -7.43836 -0.50447 0.0995
H 0.03878 -7.38252 -2.16006 0.0888
H -1.28934 -7.87903 -1.16113 0.1016
H -1.67857 -5.74448 -3.15781 0.0900
H -1.28868 -4.13408 -2.57151 0.0700
H -0.03217 -5.23787 -3.05020 0.0625
C -0.85261 1.64935 3.39977 -0.3361
O 0.00415 1.51211 4.28589 -0.0228
N -1.20146 2.83723 2.92895 -0.1659
C -2.42209 3.00370 2.14440 -0.0402
C -0.73299 4.06748 3.53395 -0.0479
H -1.37346 0.77216 2.98570 0.1234
H -2.95257 3.79409 2.67542 0.0963
H -3.06931 2.12745 2.18157 0.0813
H -2.30691 3.28770 1.09837 0.0646
H 0.23044 4.02148 4.04166 0.0945
H -0.55873 4.86978 2.81698 0.0871
H -1.43557 4.54994 4.21345 0.0981
C 2.70337 -3.69021 -2.08488 -0.3599
O 2.19710 -4.70375 -2.48269 0.0465
N 2.55063 -2.48123 -2.64822 -0.1810
C 3.29183 -1.31818 -2.03893 -0.0517
C 1.60728 -2.03611 -3.63762 -0.0398
H 3.32828 -3.54128 -1.19073 0.1256
H 2.78365 -0.91242 -1.16416 0.0563
H 3.63794 -0.58469 -2.76714 0.0976
H 4.20716 -1.69560 -1.58306 0.0716
H 1.46406 -0.96378 -3.50459 0.0850
H 2.10648 -2.20382 -4.59196 0.1023
H 0.70265 -2.63757 -3.54828 0.0832
C 1.30198 3.45534 0.74358 -0.3207
O 2.28229 3.62356 1.50461 -0.0281
N 0.86600 4.32362 -0.17374 -0.1816
C -0.24622 4.07750 -1.01438 -0.0773
C 1.25448 5.70167 -0.32914 -0.0416
H 0.61568 2.59478 0.76875 0.1168
H 0.10033 4.28306 -2.02717 0.1047
H -1.15953 4.64284 -0.82902 0.0969
H -0.48758 3.01601 -1.07006 0.0545
H 0.44836 6.41359 -0.15177 0.1001
H 2.06116 5.91273 0.37287 0.0924
H 1.67800 5.96275 -1.29897 0.0974
C 4.07088 -1.77110 1.87185 -0.2126
O 5.26011 -2.04830 1.86196 0.1938
N 3.60180 -0.49673 1.99818 0.0087
C 2.18297 -0.20913 2.25458 0.0298
C 4.51588 0.63325 2.37286 0.0490
H 3.26140 -2.50892 1.75972 0.1640
H 1.86725 0.03590 3.26868 0.1242
H 1.58720 -1.07277 1.95913 0.0982
H 1.89878 0.60589 1.58894 0.0994
H 5.43623 0.60411 1.78960 0.1112
H 4.08195 1.59190 2.08861 0.0956
H 4.85522 0.77968 3.39829 0.1340
```

Computed properties:
total charge	+1
Kohn-Sham gap (alpha / beta)	5.974 / 2.912	eV
multiplicity	7
LUMO (alpha / beta)	-5.329 / -8.392	eV

---

Below is a molecular structure, C19H42IrNOP3S in a non-equilibrium geometry, with properties calculated with ωB97M-V/def2-TZVPD.

XYZ file:
```
68
Properties=species:S:1:pos:R:3:lowdin_charge:R:1
Ir 0.06860 0.28046 -2.37328 0.8413
P -1.42351 1.87421 -1.79391 0.6301
P -1.86248 -1.68294 0.44635 0.8958
P 1.92359 1.48733 -1.84227 0.6566
H -1.00059 -2.28536 -2.31529 0.0587
C -0.00302 -1.96920 -2.63421 -0.1892
C 1.05549 -1.68409 -1.72326 -0.1760
H 0.93943 -1.78678 -0.63801 0.0603
C -2.59684 2.04601 -3.18557 -0.2353
C -2.50455 1.70861 -0.33224 -0.2167
C -0.83131 3.59850 -1.54936 -0.1903
C -1.13720 -3.34166 0.42570 -0.1683
C -1.70932 -1.02855 2.11088 -0.1748
C -3.57630 -1.86392 -0.08908 -0.1784
C 3.40573 0.43333 -2.02458 -0.2131
C 2.03280 2.11090 -0.14004 -0.1954
C 2.26080 2.89352 -2.99759 -0.2293
H 0.31340 -2.28034 -3.63348 0.0604
H 2.07474 -1.82637 -2.10908 0.0759
H -3.02696 3.05207 -3.15222 0.0801
H -3.40041 1.30737 -3.07249 0.0747
H -2.10027 1.91439 -4.15616 -0.0030
H -3.29174 2.47765 -0.36297 0.0980
H -1.92426 1.85806 0.58787 0.0578
H -2.99221 0.72556 -0.30160 0.0086
H -1.67696 4.26517 -1.75294 0.0892
H -0.00801 3.86992 -2.21300 0.0321
H -0.52150 3.74757 -0.51082 0.0604
H -1.89757 -4.10847 0.63140 0.0925
H -0.34888 -3.40816 1.18548 0.0829
H -0.69145 -3.52488 -0.55799 0.0403
H -2.52373 -1.36052 2.75974 0.0930
H -1.69917 0.06470 2.07545 0.0477
H -0.75941 -1.37173 2.52987 0.0555
H -3.99648 -2.74607 0.41588 0.0925
H -3.64389 -2.03585 -1.17253 0.0748
H -4.18233 -0.98806 0.16826 0.0675
H 4.29243 1.06192 -2.18724 0.0900
H 3.29413 -0.23241 -2.88779 0.0294
H 3.51037 -0.17396 -1.11559 0.0728
H 2.87193 2.81990 -0.04752 0.0979
H 2.18137 1.25266 0.53286 0.0364
H 1.10933 2.61356 0.17169 0.0335
H 2.88142 2.52610 -3.82424 0.0697
H 2.80266 3.68597 -2.46452 0.0883
H 1.34908 3.32494 -3.42550 0.0151
C 0.71060 -0.26468 -5.65853 -0.5099
C 0.19212 -0.18828 -6.97981 0.0066
C 0.61361 -1.10303 -7.94092 0.0419
C 1.54923 -2.09984 -7.61502 0.0991
C 2.07415 -2.15771 -6.32158 0.0724
C 1.65492 -1.25699 -5.34425 -0.0730
S 0.21560 0.96287 -4.53489 0.8147
H -1.06309 -0.79441 -0.34971 -0.0278
H -0.53299 0.60010 -7.20620 0.1435
H 0.19258 -1.05351 -8.94792 0.1554
H 1.87511 -2.81332 -8.37661 0.1665
H 2.80470 -2.92817 -6.06141 0.1606
H 2.00084 -1.34892 -4.31290 0.0784
C 1.19452 1.24975 3.51508 -0.0003
C 1.84452 -0.01444 3.02457 -0.5819
N 2.75777 -0.53836 3.87932 0.1961
O 1.60556 -0.57540 1.94656 -0.0615
H 1.95481 1.98497 3.81109 0.1060
H 0.56020 1.03624 4.38484 0.1067
H 0.57467 1.67307 2.72400 0.0592
H 3.23850 -1.38388 3.61009 0.1283
H 2.97490 -0.09802 4.75778 0.1283
```

Computed properties:
total charge	+4
Kohn-Sham gap (alpha / beta)	7.933 / 2.948	eV
multiplicity	6
energy above the lowest of the compared OMol25 structures with the same formula, charge and spin	24.6	kJ/mol
LUMO (alpha / beta)	-11.469 / -16.451	eV

---

Below is a molecular structure, C19H42NO2P3SeSn in a non-equilibrium geometry, with properties calculated with ωB97M-V/def2-TZVPD.

XYZ file:
```
69
Properties=species:S:1:pos:R:3:lowdin_charge:R:1
Sn 0.23430 1.08405 0.21070 1.0491
P 2.58803 -0.20813 0.51929 0.7211
P 0.49059 1.11094 -2.53040 0.7324
P -0.61264 0.36588 2.78245 0.7468
H -2.06371 -0.46273 -1.46463 0.0465
C -2.26965 -0.04252 -0.47740 -0.1539
C -2.47568 1.29597 -0.29166 -0.1021
H -2.46345 2.00418 -1.12544 0.0728
C 2.51356 -1.99902 0.20059 -0.2485
C 3.92376 0.35835 -0.57963 -0.2242
C 3.31884 -0.08582 2.18154 -0.2159
C -0.94189 1.69422 -3.50150 -0.2255
C 1.81077 2.25588 -3.05954 -0.2274
C 0.93314 -0.48329 -3.29756 -0.2322
C -2.36100 0.67780 3.21321 -0.2299
C 0.23767 1.12894 4.20816 -0.2273
C -0.40842 -1.41434 3.11747 -0.2379
H -2.42516 -0.77348 0.32083 0.0594
H -2.82173 1.70774 0.66070 0.0701
H 3.51829 -2.41988 0.35569 0.0875
H 2.19579 -2.19566 -0.83177 0.0374
H 1.80610 -2.49079 0.88141 0.0281
H 4.83924 -0.18607 -0.30318 0.0845
H 4.08984 1.43479 -0.43690 0.0641
H 3.69036 0.16427 -1.63580 0.0448
H 4.35477 -0.45363 2.12326 0.0846
H 2.75978 -0.68717 2.91201 0.0507
H 3.31511 0.96508 2.50262 0.0544
H -0.70272 1.64509 -4.57290 0.0839
H -1.16909 2.73615 -3.23433 0.0684
H -1.83102 1.08292 -3.30099 0.0500
H 2.11885 2.01118 -4.08804 0.0856
H 2.68062 2.18305 -2.39798 0.0282
H 1.43752 3.28937 -3.03672 0.0609
H 0.82549 -0.38264 -4.38574 0.0794
H 0.26248 -1.27895 -2.94791 0.0399
H 1.96508 -0.77394 -3.06176 0.0475
H -2.54445 0.31528 4.23381 0.0819
H -3.03633 0.16747 2.51429 0.0485
H -2.56338 1.75801 3.17347 0.0698
H -0.13207 0.68504 5.14518 0.0865
H 0.04098 2.20885 4.20735 0.0620
H 1.32102 0.98130 4.13113 0.0424
H -0.92519 -1.63799 4.05920 0.0790
H 0.65139 -1.67894 3.21540 0.0431
H -0.84551 -2.02034 2.31458 0.0341
C -2.18170 -4.75121 -1.01644 -0.5256
C -3.06468 -3.70693 -1.34596 -0.0957
C -4.40588 -3.97206 -1.62587 0.0003
C -4.87516 -5.29366 -1.64200 0.0513
C -3.98840 -6.34849 -1.37646 0.0188
C -2.65102 -6.08385 -1.06797 -0.0445
Se -0.39208 -4.37658 -0.47379 1.0999
H -0.52057 -2.88078 -0.66970 -0.1220
H -2.69425 -2.68214 -1.36270 0.0671
H -5.08687 -3.14258 -1.83331 0.1366
H -5.92550 -5.49683 -1.86425 0.1511
H -4.34732 -7.38040 -1.40787 0.1471
H -1.96411 -6.90397 -0.85516 0.1322
N 1.89797 5.72788 0.03669 0.2028
C 1.69291 5.17085 1.41428 -0.0128
C 1.37332 3.70041 1.23532 -0.6282
O 1.46852 2.87688 2.16475 -0.0281
O 1.01802 3.40830 0.02625 -0.2045
H 2.85436 5.50897 -0.26402 0.1843
H 1.79333 6.74344 0.01784 0.1879
H 1.23507 5.25204 -0.60808 0.1597
H 2.58904 5.31423 2.01951 0.1603
H 0.84471 5.68004 1.87640 0.1613
```

Computed properties:
total charge	+4
Kohn-Sham gap (alpha / beta)	7.042 / 4.257	eV
energy above the lowest of the compared OMol25 structures with the same formula, charge and spin	0.0	kJ/mol
LUMO (alpha / beta)	-12.765 / -13.736	eV